The following is a quantum chemistry calculation of one molecule with the formula C4H7FN2O at a distorted geometry, from the Open Molecules 2025 dataset.

The geometry in XYZ format:
```
15
Properties=species:S:1:pos:R:3:nbo_charge:R:1
N 0.068 2.248 -0.526 -0.854
C 1.173 1.298 -0.520 -0.327
C 0.760 -0.102 -0.127 0.652
O 1.562 -1.035 -0.004 -0.602
N -0.594 -0.242 -0.011 -0.637
C -1.315 -1.462 0.193 -0.115
C -0.888 -2.499 0.968 0.207
F 0.213 -2.336 1.716 -0.318
H -0.009 2.759 0.352 0.371
H 0.112 2.908 -1.237 0.370
H 1.743 1.262 -1.425 0.230
H 1.980 1.568 0.207 0.211
H -1.123 0.539 -0.373 0.427
H -2.271 -1.507 -0.334 0.210
H -1.412 -3.399 1.121 0.175
```

The calculated total energy comes out at -441.21055 hartree. As for the spin multiplicity: 1. The HOMO energy is -8.6637 eV. The structure (SMILES) is NCC(=O)N/C=C\F. Its LUMO energy is 0.78 eV.